Entry 1:
Density functional theory data (ωB97M-V with the def2-TZVPD basis set) for 2 unconnected molecules or ions with the total composition C3H4BN.

Summary:
relative energy (zero: lowest compared OMol25 entry of this formula, charge and spin): 118.4 kcal per mole
LUMO level (spin up / spin down): -0.741 / -1.305 eV

```
! RIJCOSX wB97M-V def2-TZVPD def2/J DEFGRID3
* xyz 0 1
B -0.64 -1.79 0.00
C 2.58 -0.06 -0.01
C 0.73 1.58 0.06
C 1.30 0.44 0.16
N 3.55 -0.69 -0.20
H -1.60 -1.09 -0.23
H -0.33 -2.83 -0.21
H 1.52 2.33 0.05
H -0.40 1.70 0.08
*
```

natural (NBO) population analysis, charges in e, atoms 1 to 4: 0.495 0.159 -0.432 -0.108


Entry 2:
Density functional theory data (ωB97M-V with the def2-TZVPD basis set) for a molecular structure, C3H4BaO4.

Summary:
relative energy (zero: lowest compared OMol25 entry of this formula, charge and spin): 70.7 kcal per mole
LUMO level (spin up / spin down): -4.244 / -4.245 eV

```
! RIJCOSX wB97M-V def2-TZVPD def2/J DEFGRID3
* xyz 1 2
C -2.47 0.68 0.62
C -1.72 -0.24 -0.31
O -1.63 0.37 -1.59
C -1.50 1.67 -1.60
O -1.90 1.20 1.64
O -1.37 2.30 -2.65
O -1.46 2.22 -0.43
Ba -0.69 2.36 -5.44
H -3.57 0.76 0.51
H -2.27 -1.18 -0.46
H -0.71 -0.41 0.08
H -1.40 2.35 0.84
*
```

natural (NBO) population analysis, charges in e, atoms 1 to 4: 0.531 -0.181 -0.472 1.034


Entry 3:
Density functional theory data (ωB97M-V with the def2-TZVPD basis set) for a molecular structure, C3H4Br2Cl2O.

Summary:
relative energy (zero: lowest compared OMol25 entry of this formula, charge and spin): 33.5 kcal per mole
LUMO level (spin up / spin down): 0.533 / -3.169 eV

```
! RIJCOSX wB97M-V def2-TZVPD def2/J DEFGRID3
* xyz 0 3
C -1.13 0.07 1.17
C -0.42 -0.19 -0.16
C 0.97 0.16 -0.17
O 1.86 -0.31 -1.80
Cl -0.73 -1.87 -0.65
Cl -1.29 0.81 -1.44
Br 1.22 2.02 -0.20
Br 2.07 -0.64 1.11
H -2.30 0.05 1.13
H -0.83 -0.55 2.02
H -0.76 0.96 1.54
H 1.33 -0.52 -2.54
*
```

natural (NBO) population analysis, charges in e, atoms 1 to 4: -0.659 -0.131 -0.243 -0.306


Entry 4:
Density functional theory data (ωB97M-V with the def2-TZVPD basis set) for 2 unconnected molecules or ions with the total composition C3H4Br2ClF.

Summary:
SMILES: C=C(F)[C@@H](Cl)Br.Br
relative energy (zero: lowest compared OMol25 entry of this formula, charge and spin): 16.4 kcal per mole
LUMO level: 0.125 eV

```
! RIJCOSX wB97M-V def2-TZVPD def2/J DEFGRID3
* xyz 0 1
C 0.07 0.11 -2.00
C -0.40 -1.00 -1.45
F -0.26 -2.14 -2.12
C -1.14 -1.14 -0.17
Cl -2.92 -1.09 -0.32
Br -0.58 -2.96 0.60
H -0.26 0.91 -1.33
H 0.78 0.39 -2.68
H -0.82 -0.45 0.56
Br 3.18 -0.54 -0.31
H 3.37 -1.76 0.16
*
```

natural (NBO) population analysis, charges in e, atoms 1 to 4: -0.434 0.347 -0.324 -0.257


Entry 5:
Density functional theory data (ωB97M-V with the def2-TZVPD basis set) for a single C3H4Br2O molecule.

Summary:
relative energy (zero: lowest compared OMol25 entry of this formula, charge and spin): 74.0 kcal per mole
LUMO level (spin up / spin down): 0.714 / -4.189 eV

```
! RIJCOSX wB97M-V def2-TZVPD def2/J DEFGRID3
* xyz 0 3
C 0.90 1.69 0.27
C -0.25 0.77 0.28
C -0.16 -0.70 -0.09
O 0.32 1.32 1.47
Br 2.62 0.97 -0.09
Br -1.92 1.67 -0.15
H 0.69 2.85 -0.14
H -1.02 -0.98 -0.69
H -0.15 -1.19 0.86
H 0.81 -0.79 -0.61
*
```

natural (NBO) population analysis, charges in e, atoms 1 to 4: -0.023 -0.062 -0.671 -0.476


Entry 6:
Density functional theory data (ωB97M-V with the def2-TZVPD basis set) for a molecular structure, C3H4Br2S.

Summary:
relative energy (zero: lowest compared OMol25 entry of this formula, charge and spin): 31.3 kcal per mole
LUMO level: -1.793 eV

```
! RIJCOSX wB97M-V def2-TZVPD def2/J DEFGRID3
* xyz 0 1
C 0.15 0.58 0.14
C -1.05 0.08 0.84
C 0.79 -0.20 -0.91
S 1.22 1.98 0.75
Br -0.46 -1.13 -2.05
Br 1.88 -1.70 0.05
H -1.24 0.53 1.83
H -1.75 0.54 0.16
H -1.10 -0.96 0.73
H 1.56 0.28 -1.54
*
```

natural (NBO) population analysis, charges in e, atoms 1 to 4: 0.036 -0.723 -0.383 -0.046


Entry 7:
Density functional theory data (ωB97M-V with the def2-TZVPD basis set) for a molecular structure, C3H4Br3CaO2Rb.

Summary:
relative energy (zero: lowest compared OMol25 entry of this formula, charge and spin): 24.7 kcal per mole
LUMO level: -9.141 eV

```
! RIJCOSX wB97M-V def2-TZVPD def2/J DEFGRID3
* xyz 2 1
Rb 17.56 8.79 15.69
Ca 17.42 5.08 17.93
C 21.38 6.46 17.67
C 19.97 6.05 17.51
O 19.03 6.95 17.47
O 19.66 4.83 17.41
H 21.55 6.74 18.72
H 21.69 7.28 17.03
H 22.05 5.63 17.49
C 23.89 7.94 20.87
Br 25.51 8.37 19.95
Br 23.83 8.75 22.60
Br 23.67 6.04 21.01
H 23.07 8.35 20.31
*
```

natural (NBO) population analysis, charges in e, atoms 1 to 4: 0.997 1.877 -0.755 0.810


Entry 8:
Density functional theory data (ωB97M-V with the def2-TZVPD basis set) for a molecular structure, C3H4Br3F.

Summary:
relative energy (zero: lowest compared OMol25 entry of this formula, charge and spin): 30.4 kcal per mole
LUMO level: 0.044 eV

```
! RIJCOSX wB97M-V def2-TZVPD def2/J DEFGRID3
* xyz 0 1
C -1.69 0.37 -0.27
C -1.69 -0.94 -0.51
C 1.95 0.28 0.31
F 2.22 -0.42 -0.84
Br -2.43 -2.18 0.74
Br 3.24 0.05 1.82
Br 2.13 2.26 -0.05
H -1.93 0.64 0.68
H 0.81 0.18 0.56
H -1.25 1.05 -0.97
H -1.34 -1.30 -1.46
*
```

natural (NBO) population analysis, charges in e, atoms 1 to 4: -0.425 -0.257 0.064 -0.334


Entry 9:
Density functional theory data (ωB97M-V with the def2-TZVPD basis set) for 2 unconnected molecules or ions with the total composition C3H4Br3OP.

Summary:
LUMO level (spin up / spin down): -2.390 / -3.484 eV

```
! RIJCOSX wB97M-V def2-TZVPD def2/J DEFGRID3
* xyz 0 1
C 1.42 -0.95 -0.97
C 2.51 -1.67 -1.07
C -0.47 -0.27 0.23
O 0.30 -1.33 -0.30
P 4.64 0.85 -0.07
Br 3.07 -3.35 -0.67
Br 3.45 0.59 1.76
Br 3.39 2.31 -1.15
H 1.40 0.05 -1.41
H -1.44 -0.70 0.50
H -0.60 0.52 -0.50
H 0.01 0.13 1.13
*
```

natural (NBO) population analysis, charges in e, atoms 1 to 4: 0.008 -0.203 -0.250 -0.492


Entry 10:
Density functional theory data (ωB97M-V with the def2-TZVPD basis set) for 2 unconnected molecules or ions with the total composition C3H4BrCl.

Summary:
relative energy (zero: lowest compared OMol25 entry of this formula, charge and spin): 86.1 kcal per mole
LUMO level: -0.299 eV

```
! RIJCOSX wB97M-V def2-TZVPD def2/J DEFGRID3
* xyz 0 1
C 0.15 1.29 -0.49
C -0.25 0.14 -0.89
C -0.05 -1.20 1.04
Cl -0.60 -0.71 -2.29
Br 0.21 2.85 -1.71
H 0.55 1.29 0.52
H 0.95 -0.77 1.45
H -0.14 -2.22 0.69
H -0.83 -0.66 1.67
*
```

natural (NBO) population analysis, charges in e, atoms 1 to 4: -0.356 -0.055 -0.539 0.086


Entry 11:
Density functional theory data (ωB97M-V with the def2-TZVPD basis set) for a single C3H4BrClN2O molecule.

Summary:
relative energy (zero: lowest compared OMol25 entry of this formula, charge and spin): 100.8 kcal per mole
LUMO level (spin up / spin down): -1.292 / -0.221 eV

```
! RIJCOSX wB97M-V def2-TZVPD def2/J DEFGRID3
* xyz 0 1
C -0.48 -0.45 1.01
C -1.14 -0.25 -0.32
C 1.56 0.73 0.19
N 0.78 0.15 1.10
N -1.42 1.12 -0.31
O -1.02 -0.79 2.05
Cl -2.81 1.48 0.44
Br 3.38 0.54 0.14
H -0.32 -0.67 -1.08
H -2.15 -0.86 -0.23
H 1.12 1.03 -0.83
H 1.16 -0.11 2.05
*
```

natural (NBO) population analysis, charges in e, atoms 1 to 4: 0.638 -0.395 -0.140 -0.616


Entry 12:
Density functional theory data (ωB97M-V with the def2-TZVPD basis set) for 2 unconnected molecules or ions with the total composition C3H4BrClO.

Summary:
SMILES: O=C=CCBr.Cl
relative energy (zero: lowest compared OMol25 entry of this formula, charge and spin): 25.5 kcal per mole
LUMO level: 0.236 eV

```
! RIJCOSX wB97M-V def2-TZVPD def2/J DEFGRID3
* xyz 0 1
O -0.33 -1.98 -0.22
C 0.06 -0.90 0.06
C 0.52 0.31 0.26
C 1.13 0.62 1.56
Br 3.13 0.56 1.55
H 0.12 1.16 -0.29
H 0.98 0.01 2.40
H 0.99 1.69 2.02
Cl -2.76 -0.95 -3.96
H -3.85 -0.52 -3.38
*
```

natural (NBO) population analysis, charges in e, atoms 1 to 4: -0.429 0.758 -0.592 -0.403


These records have maximum force values of 3.6; 3.4; 3.2; 4.7; 5.6; 6.8; 2.2; 2.7; 1.1; 5.3; 3.9; 3.9 eV/A, in the order they appear.